# 1
This record from OMol25 describes 2 unconnected molecules or ions with the total composition C3H3Cl in a non-equilibrium geometry. The level of theory is ωB97M-V with the def2-TZVPD basis set.

```
7
Properties=species:S:1:pos:R:3:forces:R:3:lowdin_charge:R:1
C 1.9712 1.2443 0.0191 2.533 0.558 0.742 -0.08
C 0.8233 0.9482 0.0356 -2.211 -0.448 -0.270 0.08
C -1.9399 -0.6057 -0.0979 0.031 0.973 1.158 -0.53
Cl -3.0011 0.6909 0.0163 -0.448 0.430 -0.273 0.55
H 2.9638 1.4532 0.3778 -0.240 -0.019 -0.457 0.02
H -2.1075 -1.3328 -0.8253 -0.136 -0.979 -0.892 -0.02
H -1.3332 -0.6698 0.7800 0.471 -0.514 -0.008 -0.02
```
Forces are in eV/Å.

The frontier orbital gap (spin up / spin down) comes out at 9.56 / 7.91 eV. As for the charge: 0. As for the energy above the lowest of the compared OMol25 structures with the same formula, charge and spin: 36.23 kcal per mole. The expectation value of S² is 2.02. As for the energy: -15674.3150 eV. Its LUMO energy (spin up / spin down) is 1.17 / -3.07 eV. Its HOMO energy (spin up / spin down) is -8.389 / -10.975 eV. As for the spin multiplicity: 3.


# 2
This record from OMol25 describes 7 unconnected molecules or ions with the total composition C17H41BO11S7 in a non-equilibrium geometry. The level of theory is ωB97M-V with the def2-TZVPD basis set.

```
77
Properties=species:S:1:pos:R:3:forces:R:3:lowdin_charge:R:1
O -5.0074 -0.5782 4.4915 7.688 -2.864 -3.531 0.01
C -3.7568 -0.8595 4.1170 -4.113 3.378 3.351 -0.24
O -3.2034 -1.8708 3.1954 0.783 0.082 2.644 0.02
C -1.8190 -2.2106 3.6551 2.509 -2.989 0.309 -0.13
O -1.1380 -3.3623 3.4574 -5.370 8.422 1.071 0.02
C -1.3909 -0.8681 4.4931 -0.817 3.255 1.564 -0.04
C 0.1002 -0.3825 5.0688 -0.576 -1.515 -0.158 -0.04
B 0.0388 -0.7094 6.7129 -0.672 -1.313 0.997 -0.42
O 0.3924 0.3074 7.7461 -2.724 -1.094 -2.133 0.02
O -0.4466 -2.0943 7.0440 2.429 3.416 0.202 0.03
C -2.5502 0.0118 4.8046 2.140 -5.241 -2.202 -0.38
S -2.7024 1.6351 5.7279 0.257 -1.765 -0.144 0.75
H 0.9689 -1.0824 4.6495 -1.952 1.454 0.686 0.13
H 0.3406 0.7389 4.8343 -0.710 -2.127 0.307 0.07
H -0.3883 0.9666 7.7267 2.087 -1.296 -0.034 0.09
H -0.0101 -2.4278 7.8820 -0.677 0.510 -0.858 0.06
H -2.5596 1.3817 7.1254 -0.179 -0.494 -1.824 -0.09
C 1.2808 -4.0628 -1.3013 0.174 0.031 -0.073 -0.27
S 0.9909 -2.4385 -0.5586 0.293 -0.201 -0.046 0.81
O 2.2604 -1.6503 -0.6896 -0.323 -0.231 0.179 -0.58
C 0.8916 -3.0300 1.1480 0.093 0.025 -0.012 -0.28
H 1.4127 -3.9338 -2.3782 -0.166 0.083 0.192 0.01
H 2.1819 -4.5123 -0.8774 -0.043 0.146 0.120 0.06
H 0.4178 -4.7073 -1.1181 0.017 0.139 -0.041 0.06
H 1.8168 -3.5434 1.4204 -0.024 0.064 -0.107 0.06
H 0.0415 -3.7084 1.2503 0.067 0.127 -0.036 0.04
H 0.7479 -2.1695 1.8059 -0.004 -0.083 -0.159 0.03
C -0.5629 -2.6330 -6.3807 0.129 -0.194 0.196 -0.29
S -0.2084 -4.2562 -5.6639 0.043 0.226 0.030 0.83
O 0.2761 -4.0333 -4.2619 -0.056 -0.037 -0.518 -0.57
C 1.2399 -4.6004 -6.6915 0.154 -0.033 0.048 -0.27
H -1.4217 -2.2033 -5.8596 0.189 -0.127 -0.038 0.05
H 0.3005 -1.9745 -6.2601 -0.165 -0.169 0.031 0.04
H -0.8035 -2.7466 -7.4404 0.028 -0.038 0.107 0.06
H 1.9918 -3.8200 -6.5517 -0.129 -0.009 0.052 0.06
H 0.9397 -4.6491 -7.7408 -0.052 0.011 0.105 0.05
H 1.6581 -5.5640 -6.3907 -0.138 0.118 0.025 0.05
C 3.4450 -4.4171 8.0104 -0.038 0.023 -0.113 -0.26
S 2.6045 -4.0083 9.5598 -0.183 0.225 -0.203 0.84
O 1.3569 -3.2529 9.2096 0.489 -0.152 0.019 -0.55
C 3.8301 -2.8031 10.1231 -0.027 0.161 -0.003 -0.27
H 2.8332 -5.1382 7.4631 0.006 0.109 0.171 0.05
H 3.5717 -3.5166 7.4050 -0.063 -0.020 0.114 0.06
H 4.4183 -4.8625 8.2295 -0.104 0.030 0.062 0.05
H 3.9331 -2.0023 9.3869 -0.087 -0.100 0.015 0.06
H 4.7905 -3.3017 10.2726 -0.118 -0.045 -0.018 0.05
H 3.4911 -2.3808 11.0722 -0.047 -0.136 -0.150 0.05
C 0.3342 3.8614 1.8886 -0.025 0.116 0.058 -0.26
S 0.6886 2.2383 2.6054 0.268 0.152 -0.019 0.81
O 1.1731 2.4612 4.0073 -0.085 0.081 -0.500 -0.56
C 2.1369 1.8941 1.5777 0.075 -0.001 0.042 -0.25
H -0.5247 4.2912 2.4096 0.110 -0.159 -0.008 0.05
H 1.1975 4.5200 2.0092 -0.020 -0.134 0.048 0.06
H 0.0935 3.7479 0.8289 0.017 -0.082 0.102 0.05
H 2.8888 2.6744 1.7175 -0.131 -0.011 0.083 0.06
H 1.8367 1.8454 0.5285 -0.037 -0.071 0.108 0.06
H 2.5551 0.9304 1.8786 -0.166 0.107 -0.027 0.05
C -2.3334 1.8622 -7.5512 -0.123 -0.079 -0.120 -0.27
S -0.5727 1.4680 -7.4152 -0.174 0.091 0.282 0.84
O -0.4637 0.0794 -6.8585 -0.129 0.587 -0.167 -0.58
C -0.2277 2.6232 -6.0666 0.198 0.013 0.086 -0.27
H -2.7738 1.2238 -8.3208 0.192 -0.046 0.095 0.05
H -2.8328 1.6767 -6.5974 0.139 -0.015 -0.024 0.06
H -2.4518 2.9093 -7.8398 0.155 -0.156 0.117 0.02
H -0.8575 2.3906 -5.2045 0.002 -0.078 -0.128 0.06
H -0.4156 3.6450 -6.4042 -0.047 -0.269 -0.031 0.01
H 0.8232 2.5238 -5.7844 -0.112 -0.177 -0.114 0.05
C -3.8096 6.6678 -7.7802 -0.089 -0.087 0.047 -0.26
S -2.0489 6.2736 -7.6441 -0.105 0.037 0.107 0.85
O -1.9399 4.8850 -7.0875 -0.242 0.761 -0.110 -0.58
C -1.7039 7.4288 -6.2956 0.023 -0.052 0.138 -0.26
H -4.2500 6.0294 -8.5498 0.172 0.053 0.084 0.05
H -4.3090 6.4823 -6.8264 0.123 -0.021 -0.042 0.06
H -3.9280 7.7149 -8.0688 0.094 -0.092 0.002 0.05
H -2.3337 7.1962 -5.4335 0.018 -0.058 -0.120 0.06
H -1.8918 8.4506 -6.6332 0.016 -0.115 -0.054 0.05
H -0.6530 7.3294 -6.0134 -0.137 -0.058 -0.134 0.05
```
Forces are in eV/Å.

The frontier orbital gap comes out at 7.01 eV. As for the charge: 0. As for the energy above the lowest of the compared OMol25 structures with the same formula, charge and spin: 75.06 kcal per mole. As for the energy: -117331.6548 eV. Its LUMO energy is -1.27 eV. Its HOMO energy is -8.279 eV.


# 3
This record from OMol25 describes 7 unconnected molecules or ions with the total composition C47H72Cl2N6O6S in a non-equilibrium geometry. The level of theory is ωB97M-V with the def2-TZVPD basis set.

```
134
Properties=species:S:1:pos:R:3:forces:R:3:lowdin_charge:R:1
C 1.0684 0.9672 3.7607 -0.149 -0.249 -0.008 0.01
C -0.0088 1.0196 2.9548 0.228 0.387 -0.296 -0.19
C -0.3407 2.2545 2.1328 -0.920 0.012 2.001 -0.15
C -0.2922 2.1377 0.5651 0.004 0.335 0.596 -0.28
C 0.2129 3.5528 0.1348 0.184 0.111 -0.809 -0.15
C 0.8059 3.7319 -1.2730 -0.295 0.229 -0.201 -0.65
C -0.1094 3.6456 -2.4827 0.517 0.408 -0.373 -0.10
Cl 1.5051 5.4172 -1.2915 -0.058 -0.170 0.077 0.64
C 0.6789 1.0751 -0.0174 0.538 -0.879 0.098 -0.19
C 2.0957 0.9774 0.6406 -0.729 -1.037 0.383 -0.17
O 2.5771 2.0889 1.3307 0.099 0.083 -0.359 -0.11
C 3.5676 2.9223 0.7572 0.322 1.109 -0.203 -0.15
C 4.1166 2.5970 -0.6263 0.891 -0.808 -0.105 -0.22
O 4.5955 3.7673 -1.2525 -0.097 0.252 0.421 -0.14
C 5.4662 3.4735 -2.3113 0.238 -0.598 -1.584 -0.29
C 4.7635 2.8878 -3.5448 -0.110 0.025 0.093 -0.07
C 0.1154 -0.3768 -0.0583 -0.891 1.356 -0.719 -0.27
C 1.0666 -1.3820 -0.6884 0.120 -0.774 0.650 -0.18
C 0.4659 -2.7855 -0.9407 0.800 0.010 -0.091 -0.16
C 0.3648 -3.1619 -2.4182 -0.647 -0.785 0.371 -0.25
O 1.5943 -2.9694 -3.1013 0.211 0.424 -0.211 -0.07
S -1.2585 -0.2127 -1.2841 0.863 -1.878 -1.903 0.66
O -0.6107 -0.2257 -2.5694 0.413 1.109 -0.147 -0.27
O -2.2194 -1.2678 -1.2111 -0.742 0.507 1.196 -0.27
O -1.8711 1.2816 -1.1645 0.327 -0.198 0.525 -0.22
C -1.7823 1.8651 0.1264 -0.707 -0.154 0.793 -0.61
Cl -2.5936 0.6099 1.2450 0.169 -0.042 0.106 0.78
C -2.7499 3.0588 0.2696 -0.164 0.064 -0.947 -0.17
C -3.1473 3.7895 -1.0392 0.125 0.828 0.933 -0.15
C -2.9235 5.3160 -0.9300 -1.080 -0.215 -1.556 -0.43
C -3.7040 5.9384 0.2238 0.723 0.656 0.057 -0.08
C -3.5377 5.9061 -2.2279 0.111 0.195 0.771 -0.08
H 1.2745 1.7058 4.5286 0.991 0.869 -1.065 0.07
H 1.7635 0.1464 3.5987 -0.618 -0.866 1.542 0.06
H -0.6396 0.1379 2.9130 0.686 -0.473 -1.337 0.07
H -1.3277 2.6037 2.4557 -0.112 0.123 -0.497 0.10
H 0.3344 3.0213 2.5028 0.256 0.025 -0.365 0.12
H -0.5326 4.3345 0.2779 -0.227 -0.192 -0.024 0.10
H 1.0214 3.8499 0.7943 0.011 -0.301 0.209 0.08
H 1.6591 3.0861 -1.4472 0.122 0.032 0.208 0.07
H 0.4726 3.9681 -3.3487 0.037 -0.105 -0.024 0.08
H -0.9017 4.3813 -2.3953 -0.270 -0.197 0.030 0.05
H -0.4709 2.6452 -2.7142 -0.168 -0.035 0.330 0.08
H 0.8658 1.2076 -1.0874 -0.262 0.789 0.031 0.12
H 2.0029 0.1777 1.3787 0.071 0.153 0.219 0.11
H 2.7680 0.5388 -0.0978 0.243 0.465 -0.044 0.12
H 3.1987 3.9556 0.7221 -0.235 -0.133 -0.123 0.11
H 4.4191 2.9728 1.4403 -0.070 -0.226 0.106 0.13
H 4.9880 1.9339 -0.5045 -0.157 -0.185 0.022 0.13
H 3.4401 2.0443 -1.2844 -0.320 0.232 0.093 0.10
H 5.9765 4.3681 -2.6641 -0.175 0.349 0.517 0.10
H 6.2635 2.7641 -2.0504 -0.093 0.103 0.528 0.12
H 5.4837 2.6912 -4.3404 0.136 0.052 0.091 0.08
H 4.2866 1.9326 -3.3245 -0.111 0.006 -0.010 0.06
H 4.0242 3.5806 -3.9501 -0.093 -0.031 0.130 0.08
H -0.2956 -0.7027 0.8913 -0.018 -0.127 -0.015 0.10
H 1.8763 -1.5277 0.0301 -0.037 0.118 0.065 0.12
H 1.5520 -1.0116 -1.5885 -0.219 0.240 -0.061 0.11
H -0.4752 -2.9379 -0.4143 -0.168 0.112 -0.197 0.11
H 1.1562 -3.5151 -0.5076 0.013 0.027 0.051 0.11
H 0.1777 -4.2393 -2.4400 -0.006 0.001 -0.101 0.11
H -0.4789 -2.7009 -2.9283 0.170 0.302 -0.024 0.11
H 1.5624 -2.1312 -3.5825 -0.053 -0.239 0.140 0.10
H -2.3425 3.7471 1.0033 0.271 0.080 -0.106 0.09
H -3.6847 2.7447 0.7188 0.106 -0.436 0.040 0.09
H -4.2277 3.7018 -1.1688 -0.009 -0.295 0.005 0.12
H -2.7062 3.3762 -1.9396 0.188 -0.046 0.073 0.10
H -1.8685 5.5959 -0.9581 0.066 -0.113 0.540 0.11
H -4.7755 5.9466 0.0204 -0.059 -0.381 0.089 0.08
H -3.4876 5.5142 1.2049 -0.147 -0.103 -0.020 0.07
H -3.4174 6.9935 0.2720 -0.023 0.002 0.146 0.08
H -2.9983 5.5707 -3.1123 -0.134 0.057 -0.114 0.08
H -4.5869 5.6062 -2.2569 0.026 -0.156 -0.330 0.08
H -3.5538 6.9963 -2.1704 0.234 0.025 -0.221 0.08
C 1.3355 -7.2252 1.4632 0.016 0.021 0.030 -0.09
C 0.6074 -7.3083 0.2466 -0.014 -0.010 -0.025 -0.10
C -0.4115 -6.3960 0.3181 -0.162 0.020 -0.002 -0.16
N -0.3322 -5.7711 1.5343 0.237 0.247 -0.151 -0.02
C 0.7353 -6.2677 2.2350 0.109 0.183 -0.055 -0.16
H 2.2015 -7.8029 1.7391 -0.002 0.010 -0.006 0.10
H 0.8107 -7.9605 -0.5864 -0.006 0.001 0.008 0.09
H -1.1834 -6.1372 -0.3883 0.029 -0.007 -0.024 0.10
H -0.9575 -5.0562 1.8606 0.044 0.000 0.002 0.15
H 0.9707 -5.9000 3.2193 0.003 -0.027 0.000 0.12
C 9.2429 4.4001 -0.2377 -0.030 0.001 0.012 -0.11
C 10.3799 4.4085 -1.0904 0.033 0.000 -0.028 -0.11
C 10.0393 5.1064 -2.2177 -0.019 -0.007 -0.055 -0.14
N 8.7401 5.5163 -2.0809 0.027 -0.012 0.029 0.00
C 8.2495 5.0935 -0.8756 -0.080 0.027 0.002 -0.15
H 9.1648 3.9388 0.7328 0.003 0.012 -0.003 0.09
H 11.3376 3.9548 -0.8970 -0.006 0.007 -0.002 0.09
H 10.6055 5.3455 -3.1017 0.012 -0.016 0.015 0.10
H 8.2265 6.0464 -2.7608 0.030 0.017 0.037 0.14
H 7.2393 5.3212 -0.5780 0.007 -0.027 0.019 0.11
C 5.9583 -4.2200 -0.3337 0.024 0.062 0.028 -0.12
C 5.6175 -5.5492 -0.6969 -0.013 -0.061 -0.019 -0.12
C 4.5164 -5.4789 -1.5111 -0.029 0.033 0.015 -0.14
N 4.1777 -4.1633 -1.6504 -0.036 0.017 -0.049 0.02
C 5.0525 -3.3889 -0.9409 -0.081 0.003 0.011 -0.15
H 6.7740 -3.9095 0.2983 -0.002 -0.004 -0.010 0.09
H 6.1221 -6.4524 -0.3961 -0.001 0.008 -0.005 0.09
H 3.9467 -6.2506 -2.0003 0.008 -0.007 0.020 0.11
H 3.4018 -3.8154 -2.1935 -0.063 0.034 -0.045 0.11
H 4.9557 -2.3159 -0.9278 0.026 -0.004 0.004 0.10
C -1.6993 -8.3008 4.7180 -0.011 0.016 -0.011 -0.10
C -2.9041 -8.9449 5.1129 -0.014 -0.010 0.009 -0.11
C -3.7714 -8.8719 4.0565 -0.066 0.013 -0.040 -0.14
N -3.1376 -8.2061 3.0414 0.025 -0.036 0.116 0.01
C -1.8734 -7.8573 3.4341 0.025 0.068 -0.133 -0.13
H -0.8069 -8.1783 5.3095 0.000 -0.015 -0.013 0.09
H -3.1091 -9.4088 6.0634 -0.002 -0.002 -0.012 0.09
H -4.7791 -9.2331 3.9393 0.006 0.006 0.026 0.10
H -3.5367 -8.0034 2.1450 -0.018 -0.089 0.031 0.12
H -1.2133 -7.3241 2.7657 -0.229 -0.346 0.243 0.07
C -6.9496 -5.5332 -0.7062 0.011 0.028 0.008 -0.11
C -7.2494 -6.8868 -0.3939 -0.013 -0.031 0.017 -0.11
C -6.1139 -7.4475 0.1243 0.065 -0.040 0.016 -0.15
N -5.1387 -6.4855 0.1338 -0.052 -0.001 0.032 0.00
C -5.6420 -5.3147 -0.3669 0.065 0.025 -0.008 -0.14
H -7.6189 -4.8037 -1.1306 0.008 -0.003 0.004 0.09
H -8.1915 -7.3900 -0.5340 0.008 0.003 0.005 0.09
H -5.9155 -8.4432 0.4846 -0.026 -0.006 -0.029 0.10
H -4.1983 -6.6165 0.4567 -0.002 0.062 -0.071 0.12
H -5.0282 -4.4326 -0.4390 -0.023 0.003 -0.020 0.11
C -9.5465 5.5113 1.3516 -0.033 0.038 -0.014 -0.11
C -8.6783 4.5414 1.9193 0.038 -0.044 0.022 -0.11
C -7.5048 5.1750 2.2285 0.085 0.055 -0.026 -0.15
N -7.6288 6.4903 1.8661 -0.044 -0.078 0.015 0.00
C -8.8724 6.7025 1.3351 0.046 0.064 -0.032 -0.14
H -10.5513 5.3522 0.9973 0.006 0.003 0.007 0.09
H -8.8916 3.4981 2.0823 0.002 0.009 0.004 0.09
H -6.5955 4.8062 2.6723 -0.017 -0.014 0.001 0.10
H -6.9179 7.1904 1.9732 -0.027 -0.018 0.016 0.14
H -9.1681 7.6792 0.9919 -0.016 -0.017 -0.007 0.10
```
Forces are in eV/Å.

The frontier orbital gap comes out at 8.24 eV. As for the charge: 0. As for the energy: -107006.5456 eV. Its LUMO energy is 0.13 eV. Its HOMO energy is -8.115 eV. The SMILES is C=CC[C@@]1(C[C@@H](C)Cl)[C@@H](COCCOCC)[C@H](CCCO)S(=O)(=O)O[C@]1(Cl)CCC(C)C.c1cc[nH]c1.c1cc[nH]c1.c1cc[nH]c1.c1cc[nH]c1.c1cc[nH]c1.c1cc[nH]c1.